1.
Formula: C37H49F24O20P
Source: the Open Molecules 2025 dataset
Level of theory: ωB97M-V/def2-TZVPD

The total energy is -154616.01080 eV. For the HOMO-LUMO gap, the calculation gives 10.16 eV. As for the highest occupied orbital energy: -10.545 eV. The value obtained for the molecular weight is 1300.705 g/mol. Its charge is 0. For the lowest unoccupied orbital energy, the calculation gives -0.4 eV.

Each line ends with the Löwdin charge.
Positions of all 131 atoms, in Å:
O 2.56357 0.94954 0.37149  -0.51
P 2.13688 0.77237 -1.16911  0.82
C 0.22455 0.70520 -1.35046  -0.31
O -0.35737 -0.62965 -1.11750  -0.14
C -1.30679 -1.00993 -2.18428  -0.22
O -0.80541 -1.17136 -3.43588  -0.03
C -2.92899 -1.19841 -2.00570  0.00
C -3.38893 -0.05945 -0.71265  -0.15
C -4.48088 1.18779 -1.22841  0.00
O -2.88512 1.40873 -0.89728  -0.25
H 2.65123 -0.46894 -1.71310  0.03
H 2.62568 1.88539 -1.98092  0.02
H -0.15622 1.21107 -2.35907  0.13
H -0.20152 1.40842 -0.48492  0.13
H -3.26799 -2.25229 -1.62855  0.11
H -3.51938 -0.78994 -2.93298  0.13
H -3.54181 -0.52476 0.44227  0.17
H -4.66295 1.10603 -2.38094  0.10
H -4.69220 2.10345 -0.53289  0.12
C -6.29100 -7.68249 -0.80267  -0.05
C -6.10308 -6.91695 -2.10010  -0.20
O -6.53152 -5.55487 -1.95038  0.01
C -5.63756 -4.70428 -1.35022  -0.32
O -4.52987 -5.04802 -0.94926  0.14
C -6.19918 -3.28402 -1.30124  -0.47
F -7.49646 -3.24422 -0.88078  0.14
F -6.17814 -2.68030 -2.52431  0.14
F -5.50496 -2.46553 -0.46101  0.13
H -7.32694 -7.60525 -0.45741  0.08
H -6.03877 -8.73789 -0.93644  0.09
H -5.65960 -7.27409 -0.00753  0.05
H -6.72784 -7.36262 -2.88125  0.13
H -5.06592 -6.96309 -2.45145  0.13
C 5.01767 2.75081 1.50647  -0.06
C 5.74566 1.44911 1.22311  -0.21
O 7.10960 1.70243 0.85332  0.01
C 7.98146 1.93383 1.88733  -0.32
O 7.65463 1.93544 3.07016  0.14
C 9.39999 2.13724 1.35693  -0.47
F 9.44626 2.97950 0.28465  0.14
F 9.96766 0.96724 0.94504  0.14
F 10.24591 2.66374 2.28702  0.14
H 5.10034 3.43112 0.65284  0.07
H 3.95996 2.56547 1.71204  0.05
H 5.45207 3.26742 2.36794  0.08
H 5.27445 0.94430 0.37325  0.11
H 5.69392 0.76186 2.07533  0.13
C 1.61657 -1.70184 -5.58660  -0.07
C 0.71399 -1.04620 -6.61625  -0.21
O 1.44036 -0.77118 -7.82372  0.01
C 1.60592 -1.82909 -8.68180  -0.32
O 1.17678 -2.95834 -8.46606  0.14
C 2.34801 -1.38600 -9.94192  -0.47
F 3.43772 -0.61234 -9.66752  0.14
F 1.55686 -0.64640 -10.77131  0.14
F 2.80582 -2.43226 -10.68596  0.14
H 2.50612 -1.08895 -5.40941  0.08
H 1.08659 -1.84088 -4.64047  0.05
H 1.96750 -2.67877 -5.93325  0.08
H 0.36004 -0.08377 -6.23206  0.12
H -0.17269 -1.65575 -6.82485  0.13
C 6.74032 7.94284 -2.12030  -0.06
C 5.39399 7.98810 -2.82032  -0.20
O 4.67192 6.76555 -2.60772  0.01
C 4.01454 6.65450 -1.40839  -0.32
O 4.02058 7.52365 -0.54210  0.15
C 3.25062 5.33307 -1.33629  -0.47
F 3.99597 4.26966 -1.75454  0.12
F 2.13191 5.34260 -2.11680  0.14
F 2.83221 5.02795 -0.07547  0.14
H 7.30792 7.06142 -2.43541  0.09
H 7.32337 8.84000 -2.34510  0.09
H 6.61950 7.87184 -1.03492  0.05
H 5.54666 8.08333 -3.90049  0.13
H 4.80007 8.85226 -2.50133  0.13
C 2.13248 1.71710 3.94436  -0.06
C 2.31997 0.31372 3.39658  -0.22
O 2.78211 -0.57367 4.42623  0.01
C 1.82222 -1.06254 5.27623  -0.33
O 0.63051 -0.78079 5.19659  0.14
C 2.44170 -2.02806 6.28566  -0.47
F 3.59427 -1.54803 6.83565  0.14
F 2.76202 -3.22744 5.72027  0.14
F 1.61346 -2.30938 7.33099  0.14
H 3.05333 2.07059 4.41914  0.08
H 1.85589 2.41029 3.14538  0.08
H 1.35054 1.74170 4.70965  0.08
H 3.08969 0.32515 2.61778  0.09
H 1.40138 -0.06788 2.93631  0.12
C -11.24322 -4.48397 1.66599  -0.06
C -12.37378 -5.01771 0.80481  -0.21
O -11.88228 -5.99147 -0.12870  0.01
C -11.69540 -7.25837 0.36415  -0.32
O -11.92042 -7.58002 1.52683  0.15
C -11.22057 -8.19923 -0.74230  -0.47
F -10.22518 -7.65879 -1.50286  0.13
F -12.22445 -8.52438 -1.60677  0.14
F -10.73249 -9.37901 -0.26507  0.14
H -10.43493 -4.09274 1.03994  0.08
H -11.60103 -3.68702 2.32342  0.08
H -10.81063 -5.27548 2.28575  0.08
H -12.80165 -4.20000 0.21539  0.13
H -13.18441 -5.43508 1.41305  0.13
C 4.89883 11.17910 3.87265  -0.07
C 4.83491 9.66671 3.75748  -0.21
O 5.68954 9.20326 2.70104  0.01
C 7.02289 9.09683 3.00718  -0.32
O 7.49681 9.37354 4.10479  0.15
C 7.80442 8.54752 1.81454  -0.46
F 7.46746 9.15300 0.63931  0.13
F 7.58919 7.21330 1.62920  0.14
F 9.15250 8.70085 1.94501  0.14
H 4.66720 11.64794 2.91094  0.08
H 4.19083 11.53996 4.62358  0.08
H 5.90231 11.51213 4.15518  0.08
H 3.81541 9.36265 3.49805  0.13
H 5.08598 9.17699 4.70532  0.13
C -0.78798 -4.04357 3.10006  -0.06
C -1.01118 -5.40131 3.74146  -0.21
O -2.41044 -5.72095 3.77526  0.01
C -2.94467 -6.21292 2.61103  -0.32
O -2.30005 -6.38202 1.58060  0.15
C -4.42136 -6.55621 2.80204  -0.46
F -5.11048 -5.57590 3.45429  0.14
F -4.59424 -7.69347 3.53522  0.15
F -5.07751 -6.75919 1.62471  0.11
H -1.38032 -3.27620 3.60861  0.09
H 0.26815 -3.76421 3.14375  0.08
H -1.10229 -4.04496 2.05176  0.08
H -0.66575 -5.37604 4.78029  0.13
H -0.44359 -6.18851 3.23212  0.13


2.
Formula: C37H49N3O2
Source: the Open Molecules 2025 dataset
Level of theory: ωB97M-V/def2-TZVPD

The total energy is -47697.36729 eV. For the HOMO-LUMO gap, the calculation gives 6.71 eV. As for the highest occupied orbital energy: -8.207 eV. The value obtained for the molecular weight is 567.818 g/mol. Its charge is 0. For the lowest unoccupied orbital energy, the calculation gives -1.5 eV.

Each line ends with the Löwdin charge.
Positions of all 91 atoms, in Å:
C -3.82721 -0.27413 -2.28731  -0.13
C -2.32640 -0.30979 -2.94699  -0.24
C -1.13184 -0.79038 -1.92890  -0.07
C -0.89383 -2.36020 -1.45721  0.05
C 0.35319 -2.78746 -0.47059  -0.09
C 0.51298 -4.37205 -0.07789  -0.14
C -0.36869 -5.18917 1.04163  -0.02
C -0.11729 -6.82224 1.29789  -0.07
C 1.01440 -7.70505 0.47477  -0.07
C 1.90330 -6.87968 -0.65299  -0.07
C 1.65509 -5.27774 -0.89807  -0.02
C 1.39177 -1.63747 0.06528  0.02
C 1.16584 -0.03139 -0.34117  0.03
C -0.09565 0.37997 -1.33523  -0.02
C -0.32903 1.95137 -1.74022  -0.14
C 0.46846 2.44310 -3.08586  -0.31
C 1.14024 3.95295 -3.06414  -0.08
N 0.51939 1.59675 -4.18033  0.08
C 2.23631 1.08650 0.28399  -0.19
O 2.53159 2.25467 -0.29243  -0.06
C 2.98023 0.75816 1.73401  -0.02
C 3.41958 2.02303 2.72903  0.01
C 4.15434 1.58178 4.14422  -0.01
C 4.40869 -0.00859 4.59525  -0.06
C 5.16346 -0.20950 6.05183  -0.20
N 6.46271 0.62291 6.03798  -0.17
C 7.38352 0.15026 4.93243  -0.16
C 3.92546 -1.27770 3.61894  0.01
C 4.12643 -2.85258 4.06544  -0.31
C 3.53857 -3.17335 5.59800  -0.10
C 5.68375 -3.38330 3.86262  -0.22
C 5.58314 -5.05115 3.91670  -0.14
C 3.22867 -0.83798 2.16760  0.03
C 2.72312 -1.94446 1.03000  -0.17
O 3.34835 -3.10782 0.77894  -0.05
H -4.15479 0.84974 -2.10454  0.07
H -3.83963 -0.93373 -1.32060  0.08
H -4.56507 -0.70326 -3.12144  0.09
H -2.36668 -1.12811 -3.81522  0.12
H -2.09215 0.71200 -3.51381  0.10
H -1.62937 -3.17635 -1.87996  0.11
H -1.19858 -4.63638 1.67917  0.09
H -0.81195 -7.36595 2.09652  0.08
H 1.22654 -8.84710 0.62402  0.08
H 2.71112 -7.45280 -1.30380  0.09
H 2.29905 -4.73312 -1.70941  0.09
H -1.48350 2.19033 -1.91304  0.12
H 0.00381 2.63957 -0.83095  0.12
H 0.39955 4.74704 -2.60938  0.09
H 1.46069 4.30278 -4.14499  0.08
H 2.12244 3.86751 -2.41642  0.08
H 1.04451 2.12839 -4.92134  0.04
H 3.21481 3.13784 2.43336  0.10
H 4.49275 2.48389 4.84884  0.10
H 4.52137 0.26269 6.94026  0.14
H 5.50041 -1.30800 6.27343  0.10
H 6.25086 1.64327 5.98449  0.08
H 7.09865 0.57417 3.86752  0.09
H 7.22265 -1.02943 4.85248  0.07
H 8.53393 0.28905 5.16505  0.09
H 3.46740 -3.54348 3.34962  0.12
H 2.79651 -4.08563 5.58634  0.09
H 4.49721 -3.43299 6.25632  0.08
H 3.07481 -2.20094 6.10283  0.09
H 6.41360 -3.05396 4.71728  0.09
H 6.09329 -3.13136 2.77061  0.13
H 4.62350 -5.39103 3.30087  0.09
H 6.56267 -5.58018 3.55216  0.08
H 5.33974 -5.29344 5.05956  0.08
C -8.47792 4.88297 -1.97051  -0.09
C -7.19364 4.21742 -2.45770  -0.27
N -7.30193 3.63988 -3.79921  -0.19
C -6.18783 2.74945 -4.14021  -0.25
C -4.79746 3.36580 -4.23857  -0.09
C -7.72462 4.54773 -4.86781  -0.25
C -6.88593 5.79935 -5.10841  -0.09
H -9.32754 4.19254 -2.02731  0.08
H -8.36502 5.18822 -0.92492  0.07
H -8.71817 5.78021 -2.54825  0.06
H -6.95927 3.41724 -1.74348  0.12
H -6.37292 4.94052 -2.39273  0.10
H -6.41119 2.23096 -5.08145  0.11
H -6.15081 1.95143 -3.38753  0.10
H -4.68141 3.95949 -5.15074  0.06
H -4.04518 2.57045 -4.28092  0.06
H -4.55682 3.99406 -3.37683  0.07
H -8.75329 4.86633 -4.65865  0.10
H -7.80525 3.99210 -5.81044  0.11
H -6.63400 6.32142 -4.18143  0.07
H -7.44935 6.50242 -5.73221  0.07
H -5.96327 5.57071 -5.64377  0.05